# 1
{
  "formula": "C22H36NO3",
  "method": "ωB97M-V with the def2-TZVPD basis set",
  "symbols": ["C", "C", "N", "C", "C", "C", "C", "C", "C", "O", "C", "O", "C", "O", "C", "C", "C", "C", "C", "C", "C", "C", "C", "C", "C", "C", "H", "H", "H", "H", "H", "H", "H", "H", "H", "H", "H", "H", "H", "H", "H", "H", "H", "H", "H", "H", "H", "H", "H", "H", "H", "H", "H", "H", "H", "H", "H", "H", "H", "H", "H", "H"],
  "coordinates": [[0.957, -3.350, -4.851], [1.221, -3.623, -3.377], [0.493, -2.759, -2.391], [1.037, -3.076, -1.054], [0.683, -1.306, -2.673], [2.128, -0.847, -2.800], [-0.961, -3.119, -2.462], [-2.011, -2.196, -1.836], [-2.036, -2.100, -0.310], [-0.985, -1.269, 0.172], [-1.275, 0.021, 0.429], [-2.373, 0.488, 0.327], [-0.030, 0.756, 0.904], [1.088, 0.116, 0.313], [-0.074, 0.576, 2.420], [-1.117, 1.129, 3.156], [-1.156, 0.975, 4.530], [-0.163, 0.263, 5.182], [0.863, -0.307, 4.451], [0.905, -0.158, 3.075], [-0.105, 2.247, 0.499], [1.002, 3.067, 1.163], [0.866, 4.539, 0.780], [0.935, 4.705, -0.735], [-0.151, 3.875, -1.410], [-0.027, 2.404, -1.022], [1.229, -2.341, -5.142], [-0.073, -3.534, -5.142], [1.577, -4.035, -5.426], [2.288, -3.503, -3.187], [0.958, -4.659, -3.152], [2.117, -2.957, -1.054], [0.805, -4.106, -0.790], [0.618, -2.401, -0.311], [0.137, -1.070, -3.587], [0.245, -0.758, -1.838], [2.669, -0.975, -1.868], [2.112, 0.217, -3.020], [2.667, -1.337, -3.604], [-1.066, -4.113, -2.022], [-1.215, -3.190, -3.521], [-1.953, -1.188, -2.249], [-2.973, -2.608, -2.145], [-1.904, -3.077, 0.160], [-2.990, -1.667, 0.005], [1.870, 0.585, 0.630], [-1.905, 1.669, 2.656], [-1.967, 1.412, 5.092], [-0.194, 0.148, 6.255], [1.636, -0.873, 4.949], [1.703, -0.623, 2.515], [-1.075, 2.626, 0.830], [1.983, 2.710, 0.836], [0.947, 2.959, 2.249], [1.661, 5.115, 1.256], [-0.089, 4.920, 1.145], [0.814, 5.757, -0.997], [1.917, 4.384, -1.092], [-0.079, 3.976, -2.494], [-1.132, 4.244, -1.104], [0.928, 2.012, -1.382], [-0.831, 1.832, -1.491]],
  "mulliken_charge": [-1.27, -0.44, 0.63, -0.86, 0.41, -1.52, -0.56, -0.70, -0.97, -0.40, -0.39, -0.59, 2.87, -0.42, -0.89, -0.05, -1.13, -0.47, -1.12, -0.18, -0.46, -0.77, -0.84, -0.64, -0.98, -0.54, 0.32, 0.35, 0.44, 0.47, 0.47, 0.45, 0.45, 0.18, 0.53, -0.69, 0.31, 0.40, 0.42, 0.36, 0.31, 0.26, 0.49, 0.43, 0.56, 0.52, 0.45, 0.44, 0.44, 0.45, 0.45, 0.75, 0.32, 0.35, 0.40, 0.35, 0.38, 0.32, 0.39, 0.39, 0.16, 0.20],
  "smiles": "CC[N+](C)(CC)CCCOC(=O)[C@](O)(c1ccccc1)C1CCCCC1",
  "charge": 1,
  "relative_energy_kcal_mol": 1.7,
  "spin_multiplicity": 1,
  "orbital_gap_ha": 0.3447
}

---

# 2
{
  "formula": "C22H37Br2F3INO15P2S",
  "method": "ωB97M-V with the def2-TZVPD basis set",
  "symbols": ["C", "C", "O", "O", "C", "C", "C", "C", "C", "C", "C", "O", "I", "C", "O", "N", "C", "O", "C", "C", "Br", "C", "C", "Br", "S", "O", "O", "C", "F", "F", "F", "H", "H", "H", "H", "H", "H", "H", "H", "H", "H", "H", "H", "H", "H", "H", "H", "H", "H", "H", "C", "O", "P", "O", "O", "C", "O", "C", "H", "H", "H", "H", "H", "H", "H", "H", "H", "C", "O", "P", "O", "O", "C", "O", "C", "H", "H", "H", "H", "H", "H", "H", "H", "H"],
  "coordinates": [[-2.945, 1.980, -5.440], [-2.532, 2.658, -4.155], [-3.241, 2.729, -3.194], [-1.256, 3.168, -4.144], [-1.099, 4.371, -4.897], [0.369, 4.590, -5.239], [1.096, 5.423, -4.184], [1.085, 4.846, -2.764], [2.235, 3.857, -2.352], [1.693, 2.405, -2.652], [0.902, 1.596, -1.636], [-0.287, 1.581, -1.648], [1.839, 0.285, -0.207], [3.434, 3.891, -3.326], [3.379, 3.790, -4.525], [4.629, 3.966, -2.635], [4.364, 3.539, -1.253], [4.339, 2.135, -1.312], [2.968, 4.191, -1.013], [2.538, 3.694, 0.387], [3.859, 2.962, 1.552], [1.295, 3.800, 0.882], [0.127, 4.417, 0.181], [0.852, 3.175, 2.594], [3.393, 5.962, -0.640], [4.343, 5.962, 0.433], [2.217, 6.727, -0.331], [4.243, 6.901, -2.026], [3.672, 6.751, -3.203], [5.528, 6.631, -2.063], [4.123, 8.169, -1.667], [-2.919, 0.908, -5.262], [-2.242, 2.216, -6.233], [-3.950, 2.309, -5.682], [-1.722, 4.369, -5.794], [-1.437, 5.234, -4.314], [0.378, 5.113, -6.197], [0.864, 3.637, -5.420], [2.074, 5.703, -4.547], [0.529, 6.358, -4.131], [0.138, 4.374, -2.524], [1.167, 5.697, -2.095], [2.517, 1.770, -2.975], [1.051, 2.506, -3.521], [5.335, 3.404, -3.093], [5.182, 3.931, -0.662], [5.061, 1.814, -0.762], [-0.651, 4.612, 0.914], [-0.328, 3.763, -0.560], [0.355, 5.372, -0.275], [0.932, -5.142, 4.073], [1.526, -4.738, 2.832], [0.487, -4.048, 1.776], [-0.328, -3.232, 2.722], [-0.236, -5.430, 1.314], [0.529, -6.589, 0.952], [0.068, -3.197, 0.426], [-1.338, -3.114, 0.173], [1.585, -5.901, 4.504], [0.873, -4.299, 4.754], [-0.059, -5.564, 3.919], [0.430, -7.342, 1.734], [1.586, -6.365, 0.816], [0.125, -6.985, 0.023], [-1.793, -2.426, 0.881], [-1.819, -4.088, 0.226], [-1.439, -2.722, -0.838], [-5.238, -7.562, 3.342], [-4.295, -6.571, 3.774], [-3.441, -6.978, 5.088], [-3.136, -8.400, 4.799], [-4.609, -6.762, 6.189], [-5.430, -5.584, 6.173], [-2.175, -6.627, 6.036], [-2.033, -7.441, 7.205], [-5.975, -7.031, 2.742], [-4.739, -8.311, 2.735], [-5.730, -8.038, 4.189], [-6.432, -5.852, 5.838], [-5.037, -4.811, 5.515], [-5.484, -5.196, 7.188], [-1.697, -8.435, 6.918], [-2.962, -7.504, 7.767], [-1.277, -6.958, 7.821]],
  "mulliken_charge": [-1.03, 0.54, -0.54, -0.12, -0.69, -0.93, -1.70, -0.64, 1.55, -0.43, -0.86, -0.40, 0.00, -0.44, -0.62, -0.03, -2.17, -0.44, 2.09, -1.19, -0.05, 0.73, -1.04, -0.09, 1.69, -0.74, -0.71, 0.60, -0.17, -0.23, -0.23, 0.29, 0.35, 0.32, 0.71, 0.24, 0.49, 0.22, 0.52, 0.58, 0.25, 0.75, 0.71, 0.14, 0.45, 0.90, 0.51, 0.65, 0.06, 0.13, -0.55, -0.42, 1.15, -0.67, -0.32, -0.75, -0.23, -0.65, 0.28, 0.28, 0.20, 0.24, 0.35, 0.29, 0.27, 0.29, 0.26, -0.69, -0.33, 1.27, -0.73, -0.38, -0.70, -0.32, -0.64, 0.26, 0.25, 0.36, 0.24, 0.34, 0.28, 0.29, 0.28, 0.24],
  "charge": 0,
  "spin_multiplicity": 1,
  "orbital_gap_ha": 0.3011
}

---

# 3
{
  "formula": "C22H37BrN3PtSi3",
  "method": "ωB97M-V with the def2-TZVPD basis set",
  "symbols": ["Pt", "C", "Si", "C", "C", "C", "Si", "C", "C", "C", "Si", "C", "C", "C", "C", "C", "C", "C", "N", "H", "H", "H", "H", "H", "H", "H", "H", "H", "H", "H", "H", "H", "H", "H", "H", "H", "H", "H", "H", "H", "H", "H", "H", "H", "H", "H", "H", "Br", "C", "C", "C", "C", "C", "N", "H", "H", "H", "H", "C", "C", "C", "N", "H", "H", "H", "H", "H"],
  "coordinates": [[0.685, -0.160, 0.095], [-1.965, 2.862, -0.790], [-1.978, 1.104, -1.461], [-3.726, 0.712, -1.987], [-0.827, 1.004, -2.954], [-1.393, -0.183, -0.229], [-1.458, 0.263, 1.633], [-1.219, -1.169, 2.826], [-3.254, 0.795, 1.865], [-0.456, 1.706, 2.342], [-1.781, -1.918, -0.649], [-3.423, -2.512, 0.007], [-1.654, -2.392, -2.451], [-0.408, -2.884, 0.174], [-0.405, -4.264, 0.341], [0.678, -4.891, 0.927], [1.746, -4.116, 1.356], [1.694, -2.752, 1.175], [0.653, -2.150, 0.581], [-1.749, 3.572, -1.594], [-1.224, 3.001, -0.006], [-2.937, 3.131, -0.372], [-4.067, 1.423, -2.745], [-4.415, 0.772, -1.140], [-3.812, -0.289, -2.417], [-0.621, 1.991, -3.382], [-1.270, 0.393, -3.745], [0.128, 0.551, -2.684], [-1.721, -2.079, 2.490], [-1.656, -0.887, 3.788], [-0.169, -1.416, 2.997], [-3.938, 0.004, 1.545], [-3.479, 1.694, 1.287], [-3.469, 1.018, 2.916], [0.623, 1.613, 2.208], [-0.654, 1.743, 3.418], [-0.761, 2.663, 1.915], [-4.235, -1.895, -0.388], [-3.469, -2.468, 1.096], [-3.620, -3.544, -0.299], [-2.393, -1.874, -3.065], [-1.831, -3.466, -2.560], [-0.664, -2.170, -2.858], [-1.266, -4.836, 0.017], [0.693, -5.965, 1.058], [2.610, -4.558, 1.831], [2.498, -2.119, 1.513], [2.803, -1.732, -2.051], [3.657, -0.922, -0.581], [5.034, -1.034, -0.472], [5.666, -0.360, 0.556], [4.908, 0.397, 1.437], [3.540, 0.411, 1.281], [2.911, -0.245, 0.292], [5.586, -1.626, -1.187], [6.741, -0.427, 0.666], [5.370, 0.972, 2.227], [2.902, 0.955, 1.964], [2.583, 4.942, -0.832], [1.181, 4.340, -0.986], [1.180, 2.899, -0.742], [1.239, 1.774, -0.542], [2.523, 6.021, -0.954], [3.263, 4.547, -1.585], [2.994, 4.731, 0.155], [0.795, 4.506, -1.992], [0.483, 4.793, -0.281]],
  "mulliken_charge": [0.11, -0.42, 0.60, -1.20, -1.02, 0.72, 0.35, -1.14, -1.11, -0.97, -0.88, -1.05, -1.14, 0.71, -0.93, -0.58, -0.99, 0.02, 0.62, 0.51, -0.54, 0.35, 0.37, 0.33, 0.28, 0.46, 0.36, 0.18, 0.23, 0.51, 0.25, 0.26, 0.28, 0.44, 0.13, 0.48, 0.25, 0.35, 0.33, 0.41, 0.35, 0.40, 0.26, 0.47, 0.44, 0.47, 0.49, -0.04, 0.34, -0.72, -0.29, -0.87, -0.06, -0.19, 0.46, 0.42, 0.46, 0.40, -1.35, -0.37, 0.24, -0.03, 0.38, 0.36, 0.35, 0.32, 0.38],
  "charge": 1,
  "relative_energy_kcal_mol": 3.2,
  "spin_multiplicity": 1,
  "orbital_gap_ha": 0.2907
}

---

# 4
{
  "formula": "C22H37ClN3O6Tm",
  "method": "ωB97M-V with the def2-TZVPD basis set",
  "symbols": ["O", "C", "C", "C", "H", "C", "H", "C", "H", "C", "H", "C", "H", "H", "C", "C", "H", "H", "H", "C", "C", "H", "H", "H", "H", "Tm", "Cl", "C", "O", "N", "C", "C", "H", "H", "H", "H", "H", "H", "H", "H", "H", "C", "C", "N", "H", "C", "O", "H", "H", "H", "H", "H", "H", "C", "C", "N", "H", "C", "O", "H", "H", "H", "H", "C", "O", "C", "O", "H", "H", "H"],
  "coordinates": [[1.947, -0.558, -2.936], [0.781, -0.203, -3.107], [0.295, 1.178, -3.123], [0.877, 2.265, -2.444], [1.395, 2.046, -1.510], [0.988, 3.529, -3.057], [1.617, 4.319, -2.599], [0.343, 3.755, -4.288], [0.449, 4.726, -4.781], [-0.448, 2.740, -4.868], [-0.966, 2.923, -5.830], [-0.531, 1.492, -4.231], [-1.166, 0.705, -4.645], [-0.069, -0.841, -3.222], [-2.150, -1.695, -1.587], [-1.850, -0.454, -0.914], [-2.768, -1.705, -2.498], [-2.692, -2.363, -0.917], [-1.246, -2.194, -1.935], [-2.407, 0.713, -1.347], [-3.929, 0.769, -1.407], [-1.912, 1.642, -1.715], [-4.399, 1.204, -2.296], [-4.261, 1.329, -0.529], [-4.268, -0.265, -1.304], [-0.938, -0.645, 1.148], [-3.414, -0.546, 1.711], [-0.779, 0.028, 3.857], [-0.108, -0.776, 3.141], [-0.980, -0.257, 5.112], [-0.470, -1.536, 5.576], [-1.769, 0.585, 5.983], [-1.230, 0.942, 3.416], [0.129, -1.963, 4.770], [-1.298, -2.207, 5.813], [0.138, -1.360, 6.460], [-2.029, 1.479, 5.405], [-1.178, 0.859, 6.860], [-2.682, 0.074, 6.305], [5.074, 1.234, -1.015], [4.611, 1.952, 1.270], [3.990, 1.298, -1.200], [3.526, 1.801, 1.193], [3.228, 0.992, 0.013], [3.690, 0.595, -1.986], [2.527, -0.159, 0.173], [1.619, -0.311, 1.031], [3.142, 1.261, 2.064], [2.806, -0.988, -0.507], [3.780, 2.324, -1.542], [3.045, 2.788, 1.117], [0.044, -6.018, 1.241], [2.200, -5.992, -0.356], [-0.418, -5.433, 0.432], [1.589, -5.351, -1.010], [0.598, -4.609, -0.231], [-1.221, -4.813, 0.834], [0.634, -3.284, -0.165], [-0.248, -2.588, 0.431], [2.246, -4.654, -1.541], [1.489, -2.820, -0.682], [-0.816, -6.144, -0.305], [1.079, -5.998, -1.738], [-0.767, 4.399, 0.620], [-1.033, 3.217, -0.238], [-0.971, 2.000, 0.159], [-0.309, 1.561, 1.114], [0.316, 4.534, 0.678], [-1.239, 4.248, 1.594], [-1.231, 5.224, 0.082]],
  "mulliken_charge": [-0.58, -0.40, 0.67, 0.10, 0.49, -0.75, 0.40, -0.38, 0.36, -0.73, 0.37, -0.41, 0.39, 0.30, -1.81, 1.36, 0.32, 0.40, 0.20, 0.02, -1.59, 0.34, 0.38, 0.24, 0.34, 0.37, -0.50, 0.54, -0.77, 0.27, -0.94, -0.83, 0.35, 0.21, 0.33, 0.36, 0.24, 0.31, 0.32, 0.33, 0.34, -0.89, -0.94, 0.42, 0.33, -0.23, -0.54, 0.24, 0.42, 0.32, 0.21, 0.32, 0.33, -0.94, -0.91, 0.20, 0.28, 0.71, -0.64, 0.28, -0.14, 0.32, 0.32, -0.78, -0.12, -0.12, -0.22, 0.23, 0.31, 0.26],
  "charge": 0,
  "relative_energy_kcal_mol": 11.4,
  "spin_multiplicity": 3,
  "orbital_gap_ha": [0.1662, 0.1671]
}